1.
The following is a DFT calculation (the ωB97M-V functional and the def2-TZVPD basis) of C22H34FN5O8Yb as an isolated structure at a distorted geometry.

As for the HOMO energy (alpha / beta): -5.923 / -8.699 eV. The charge is +1. As for the LUMO energy (alpha / beta): -3.1 / -3.1 eV. Its frontier orbital gap (alpha / beta) is 2.86 / 5.63 eV. Its multiplicity is 2.

The geometry in XYZ format:
```
71
C22H34FN5O8Yb the ωB97M-V functional and the def2-TZVPD basis
O -2.34 -4.21 -5.05
H -2.65 -4.99 -5.54
Yb 0.56 -2.64 -1.66
N 2.71 -3.67 -0.90
N 1.76 -3.83 -3.24
O 3.31 -3.68 0.39
O 1.25 -3.93 -4.55
C 3.43 -4.43 -1.73
C 2.92 -4.47 -3.07
C 4.68 -5.13 -1.32
C 3.63 -5.15 -4.19
H 4.70 -5.31 -0.24
H 5.57 -4.54 -1.60
H 4.76 -6.08 -1.85
H 3.32 -4.73 -5.15
H 3.43 -6.24 -4.19
H 4.72 -5.03 -4.09
H 2.82 -3.03 0.92
H 0.39 -3.46 -4.54
O 2.34 -1.10 -2.22
H 3.16 -1.51 -1.84
H 2.46 -1.25 -3.20
C -2.18 -4.57 -3.67
H -2.28 -3.64 -3.11
H -1.20 -5.05 -3.51
H -2.95 -5.27 -3.31
O -0.08 -4.31 -0.11
H 0.75 -4.81 0.06
H -0.29 -3.86 0.73
F -1.09 0.39 4.45
C -0.90 0.98 3.22
C -0.34 0.21 2.24
C -0.31 0.72 0.92
C -0.06 -0.14 -0.20
O 0.47 -1.29 0.05
C -0.36 0.40 -1.51
C -0.25 1.76 -1.63
N -0.34 2.62 -0.57
C -0.18 3.99 -0.79
C 1.09 4.47 -1.42
C -0.20 4.59 -2.15
C -0.56 2.09 0.71
C -1.05 2.88 1.75
C -1.31 2.30 3.01
N -1.99 3.04 3.97
C -3.06 3.93 3.54
C -2.84 5.28 4.19
N -2.81 5.02 5.65
C -1.81 4.05 6.15
C -2.02 2.75 5.39
C -0.83 -0.27 -2.81
O -1.13 0.52 -3.72
O -0.91 -1.55 -2.87
H 0.00 -0.79 2.44
H -0.25 2.24 -2.60
H -0.63 4.62 -0.03
H 1.50 5.38 -0.96
H 1.82 3.72 -1.76
H -0.37 3.97 -3.04
H -0.62 5.60 -2.19
H -1.27 3.94 1.59
H -4.04 3.51 3.84
H -3.04 4.01 2.46
H -1.88 5.73 3.93
H -3.65 5.98 3.98
H -2.70 5.90 6.16
H -3.72 4.61 5.88
H -1.96 3.92 7.23
H -0.82 4.48 5.97
H -3.01 2.32 5.65
H -1.25 2.03 5.65
```



2.
The following is a DFT calculation (the ωB97M-V functional and the def2-TZVPD basis) of one molecule with the formula C9H13N3O at a distorted geometry.

The SMILES is CCCNc1ncccc1C(N)=O. As for the HOMO energy: -8.020 eV. As for the LUMO energy: 0.6 eV. Its frontier orbital gap is 8.66 eV.

The geometry in XYZ format:
```
26
C9H13N3O the ωB97M-V functional and the def2-TZVPD basis
C 0.57 3.64 -0.01
C 1.81 2.77 -0.03
C 1.75 1.62 -1.11
N 0.59 0.73 -0.91
C 0.48 -0.30 -0.01
N 1.57 -0.61 0.67
C 1.52 -1.66 1.50
C 0.42 -2.48 1.66
C -0.71 -2.18 0.99
C -0.74 -1.12 0.10
C -1.99 -0.75 -0.68
N -3.14 -1.18 -0.17
O -1.94 -0.06 -1.67
H 0.74 4.46 0.75
H -0.26 2.99 0.32
H 0.33 4.21 -1.00
H 2.69 3.39 -0.26
H 1.85 2.29 0.96
H 2.69 1.00 -1.06
H 1.62 2.13 -2.10
H -0.24 0.87 -1.46
H 2.40 -1.82 2.11
H 0.52 -3.31 2.37
H -1.56 -2.92 1.05
H -3.98 -0.97 -0.63
H -3.20 -1.67 0.75
```



3.
The following is a DFT calculation (the ωB97M-V functional and the def2-TZVPD basis) of a 2-piece molecular cluster, C2H5NO2P overall at a distorted geometry.

As for the HOMO energy (alpha / beta): -15.939 / -15.692 eV. The charge is +1. As for the LUMO energy (alpha / beta): -8.0 / -7.6 eV. Its frontier orbital gap (alpha / beta) is 7.92 / 8.06 eV.

The geometry in XYZ format:
```
11
C2H5NO2P the ωB97M-V functional and the def2-TZVPD basis
C 0.71 1.04 0.35
C 1.09 -0.40 -0.01
N -1.29 0.11 -0.25
O -3.30 -0.02 -0.06
O -0.67 1.24 -0.07
P -0.66 -1.33 0.21
H 0.88 1.15 1.37
H 1.17 1.73 -0.30
H 1.23 -0.67 -1.07
H 1.69 -0.89 0.75
H -0.87 -1.96 -0.92
```



4.
The following is a DFT calculation (the ωB97M-V functional and the def2-TZVPD basis) of C17H39OP3RuSe as an isolated structure at a distorted geometry.

As for the HOMO energy (alpha / beta): -13.850 / -16.909 eV. The charge is +3. As for the LUMO energy (alpha / beta): -9.8 / -14.6 eV. Its frontier orbital gap (alpha / beta) is 4.01 / 2.32 eV. Its multiplicity is 6.

The geometry in XYZ format:
```
62
C17H39OP3RuSe the ωB97M-V functional and the def2-TZVPD basis
Ru -0.03 1.40 0.22
P 0.28 0.94 2.43
P 2.28 1.00 -0.26
P -2.09 0.22 0.10
H 0.77 0.65 -2.48
C -0.13 0.99 -1.94
C -0.27 2.38 -1.47
H 0.53 3.05 -1.80
C 0.76 -0.61 3.28
C 1.50 2.11 3.10
C -1.16 1.44 3.43
C 3.05 0.72 -1.94
C 2.97 2.67 0.09
C 3.38 -0.16 0.69
C -3.00 -0.28 -1.44
C -3.22 1.54 0.70
C -2.51 -1.24 1.17
H -0.99 0.55 -2.47
H -1.29 2.79 -1.56
H 0.81 -0.39 4.36
H 1.74 -0.97 2.94
H 0.00 -1.39 3.12
H 1.49 2.06 4.19
H 1.22 3.12 2.77
H 2.50 1.84 2.74
H -0.88 1.39 4.49
H -2.00 0.75 3.25
H -1.43 2.47 3.18
H 4.15 0.71 -1.94
H 2.73 1.52 -2.61
H 2.71 -0.23 -2.35
H 4.06 2.62 0.20
H 2.54 3.06 1.01
H 2.72 3.37 -0.72
H 4.44 0.05 0.47
H 3.18 -1.21 0.42
H 3.24 -0.06 1.77
H -4.02 -0.67 -1.24
H -2.44 -1.07 -1.97
H -3.13 0.58 -2.11
H -4.23 1.12 0.82
H -3.26 2.38 -0.01
H -2.87 1.91 1.67
H -3.59 -1.43 1.10
H -2.26 -1.07 2.23
H -1.97 -2.14 0.84
C -0.10 -3.39 -1.50
C -0.30 -2.73 -2.74
C -0.64 -3.54 -3.84
C -0.78 -4.92 -3.67
C -0.64 -5.54 -2.42
C -0.32 -4.75 -1.33
Se 0.75 -2.76 0.11
H 0.72 -1.59 -0.86
H -0.16 -1.66 -2.82
H -0.82 -3.06 -4.80
H -1.06 -5.50 -4.56
H -0.78 -6.60 -2.20
H -0.17 -5.14 -0.31
O -0.36 4.03 0.97
H -1.14 4.32 1.48
H -0.51 4.39 0.06
```



Values for energy relative to the best compared isomer or geometry (same formula, charge and spin), eV, ordered as above
1.076, 0.000, 9.860, 3.509
Values for molar mass, g/mol, ordered as above
688.58, 179.22, 106.04, 532.45